(1)
The following is a quantum chemistry calculation of C18H23Cl2N2O4P in the gas phase at a distorted geometry, from the OMol25 dataset.

Geometry as XYZ:
```
50
C18H23Cl2N2O4P | the OMol25 dataset | ωB97M-V with the def2-TZVPD basis set
Cl -1.274 1.799 7.176
Cl -2.494 -1.434 3.111
P 1.904 0.582 -1.545
O 3.342 0.196 -1.005
O -0.839 -0.957 0.936
O 1.905 2.171 -1.291
O 1.743 0.159 -2.937
N -0.672 -2.019 -1.106
N 0.696 0.626 0.841
C -0.278 -1.024 -0.291
C 0.748 2.930 -1.599
C 0.637 3.212 -3.089
C -0.514 0.437 2.941
C 3.791 0.522 0.308
C -2.877 -2.003 -2.954
C -0.980 1.284 5.558
C -3.094 -2.090 -1.444
C 3.831 -0.723 1.180
C -1.511 -0.160 3.723
C -1.883 -2.750 -0.783
C -0.204 0.062 1.587
C -1.743 0.260 5.022
C 0.688 -0.024 -0.359
C -0.407 -1.975 -2.529
C -1.562 -1.287 -3.258
C 0.014 1.896 4.805
C 0.237 1.472 3.515
H 3.136 1.276 0.748
H -3.710 -1.475 -3.422
H -0.313 -3.009 -2.872
H -1.362 -1.287 -4.329
H 4.430 -1.494 0.702
H 1.001 1.927 2.906
H 0.850 3.861 -1.032
H -0.144 2.401 -1.245
H -1.617 -0.247 -2.926
H 0.528 -1.453 -2.715
H -2.515 -0.212 5.609
H -2.842 -3.012 -3.371
H 1.505 3.772 -3.426
H 0.601 2.273 -3.635
H 2.826 -1.107 1.334
H 0.602 2.693 5.231
H -0.263 3.788 -3.292
H 4.796 0.938 0.189
H -3.223 -1.086 -1.031
H -1.760 -3.768 -1.165
H 4.266 -0.480 2.147
H -3.993 -2.666 -1.219
H -2.005 -2.794 0.299
```

Computed properties:
SMILES: CCOP(=O)(OCC)c1nc(-c2ccc(Cl)cc2Cl)oc1N1CCCCC1
Total charge: 0
Orbital gap (eV): 7.78
F_max (eV/Å): 1.606
DFT total energy (a.u.): -2372.0206


(2)
The following is a quantum chemistry calculation of C18H23CrN6OSe as an isolated structure at a distorted geometry, from the OMol25 dataset.

Geometry as XYZ:
```
50
C18H23CrN6OSe | the OMol25 dataset | ωB97M-V with the def2-TZVPD basis set
Se -0.690 -6.694 -3.609
Cr -0.080 0.137 -0.319
O 1.090 1.360 -0.727
N -2.297 0.571 -0.339
N -0.006 -0.706 -2.164
N -0.599 -1.758 0.154
N 0.144 0.814 1.775
N -0.875 -6.113 -1.972
N -0.311 -5.095 -4.201
C -2.031 1.995 1.684
C -0.652 -4.813 -1.933
C -0.332 -4.233 -3.203
C -0.078 -2.828 -3.323
C 2.336 3.155 0.238
C -0.518 -2.620 -0.889
C 0.477 -0.829 -4.506
C -0.889 -2.282 1.344
C -0.734 -4.006 -0.753
C -1.017 -4.522 0.514
C -1.053 1.196 2.547
C 0.270 -2.196 -4.522
C -0.193 -2.043 -2.159
C -2.965 1.103 0.867
C 2.019 2.326 -1.018
C 0.323 -0.127 -3.315
C -1.092 -3.638 1.572
C 3.293 1.704 -1.609
H -1.295 -3.983 2.573
H 0.716 1.658 1.691
H 0.352 -2.786 -5.422
H 1.466 3.742 0.530
H -1.559 0.297 2.907
H -2.860 -0.199 -0.708
H 2.629 2.489 1.048
H 3.044 1.061 -2.452
H -3.317 0.271 1.479
H -2.637 2.621 2.340
H -2.331 1.304 -1.054
H -1.484 2.653 1.001
H 0.706 0.171 2.337
H 0.753 -0.300 -5.405
H -1.158 -5.584 0.636
H -3.843 1.688 0.575
H -0.762 1.782 3.426
H 1.569 2.998 -1.773
H -0.964 -1.590 2.168
H 3.961 2.488 -1.952
H 3.157 3.835 0.040
H 0.486 0.940 -3.278
H 3.796 1.114 -0.847
```

Computed properties:
Spin multiplicity: 2
Total charge: +2
Orbital gap (spin up / spin down) (eV): 7.20 / 7.48
Relative energy (zero: lowest compared OMol25 entry of this formula, charge and spin) (eV): 0.363
Expectation value of S²: 0.810
F_max (eV/Å): 2.937
DFT total energy (a.u.): -4548.9010


(3)
The following is a quantum chemistry calculation of C18H23CuIN2O8P2S as an isolated structure at a distorted geometry, from the OMol25 dataset.

Geometry as XYZ:
```
56
C18H23CuIN2O8P2S | the OMol25 dataset | ωB97M-V with the def2-TZVPD basis set
I -2.335 -1.941 -2.851
Cu -0.117 -0.881 0.101
S 1.302 2.329 1.538
P 1.231 -2.953 -1.462
P 2.859 -0.838 -0.196
O 0.148 -2.752 -0.443
O 1.693 2.817 2.873
O 1.303 -4.240 -2.181
O 2.835 0.084 -1.479
O 1.208 -1.714 -2.572
O 4.296 -0.468 0.396
O 1.833 -0.555 0.835
O 3.875 -2.751 -1.751
N -2.628 -1.861 0.055
N -5.373 4.204 0.389
C 0.292 3.700 0.788
C -3.425 2.555 0.273
C 2.638 4.326 0.401
C -3.467 -3.545 1.511
C -1.317 0.641 0.110
C -3.266 -3.988 -0.828
C -2.867 2.213 -0.961
C 2.707 2.816 0.439
C -1.882 1.049 1.334
C -2.975 -2.277 1.266
C -3.621 -4.421 0.441
C -1.836 1.298 -1.022
C 2.903 -2.577 -0.752
C -2.771 -2.707 -0.931
C 1.199 4.641 -0.002
C 3.084 -3.491 0.445
C -4.496 3.459 0.342
C -2.895 1.979 1.432
H 2.877 -4.516 0.135
H -3.405 -4.605 -1.702
H 2.518 2.373 -0.534
H 2.251 -0.333 -2.137
H 0.412 -1.857 -3.098
H -3.757 -3.838 2.508
H -3.308 2.256 2.395
H 3.502 -3.383 -2.387
H 2.356 -3.207 1.205
H 3.359 4.762 -0.295
H -2.857 -1.545 2.052
H -3.266 2.657 -1.866
H -0.446 3.209 0.163
H 4.216 -0.424 1.349
H -1.510 0.607 2.251
H -0.208 4.188 1.620
H 2.839 4.713 1.403
H -1.430 1.070 -2.001
H 3.628 2.422 0.857
H 0.946 5.687 0.185
H 1.084 4.457 -1.072
H -4.031 -5.411 0.584
H 4.096 -3.431 0.850
```

Computed properties:
Total charge: -1
Orbital gap (eV): 6.56
Relative energy (zero: lowest compared OMol25 entry of this formula, charge and spin) (eV): 1.473
F_max (eV/Å): 1.427
DFT total energy (a.u.): -4430.4793


(4)
The following is a quantum chemistry calculation of C18H23F3N6O5S in the gas phase at a distorted geometry, from the OMol25 dataset.

Geometry as XYZ:
```
56
C18H23F3N6O5S | the OMol25 dataset | ωB97M-V with the def2-TZVPD basis set
S -3.252 2.452 -1.060
F -3.687 4.699 0.518
F -5.577 3.769 -0.394
F -4.579 2.689 1.374
O -0.624 4.482 0.180
O -2.495 3.485 -1.875
O 2.381 1.884 2.551
O -4.247 1.792 -1.980
O -3.547 -1.272 -2.817
N 1.310 3.127 0.737
N -3.710 -0.855 -0.308
N 0.923 -1.181 2.457
N -2.809 -4.157 -0.544
N -0.768 -4.837 0.529
N -0.723 -3.046 -1.089
C -0.144 3.337 0.399
C -0.066 -0.480 1.612
C -1.517 -3.607 0.043
C 3.340 0.862 -0.935
C -4.290 3.441 0.187
C 1.874 2.991 -0.649
C 1.596 -2.332 1.775
C -1.773 -2.607 1.287
C 3.403 2.490 -0.723
C -3.650 -1.217 -1.563
C -0.805 1.872 0.434
C 2.915 -1.878 0.913
C -2.148 1.296 -0.138
C -2.454 -0.230 0.162
C 4.150 3.049 -2.071
C 0.237 1.050 1.281
C -1.397 -1.070 1.025
C 1.481 1.988 1.674
H 4.268 4.188 -2.080
H 3.505 2.645 -2.952
H -2.880 -2.696 1.634
H 5.166 2.492 -2.169
H 2.674 -1.711 -0.194
H 0.241 -2.789 -0.826
H 0.405 -1.601 3.264
H 2.034 -2.996 2.628
H 3.298 0.620 -2.059
H 1.258 2.322 -1.357
H 1.846 4.059 -1.115
H 0.166 -4.868 0.067
H -1.268 -5.692 0.241
H 3.690 -2.741 1.027
H 3.428 -0.962 1.417
H 0.904 -3.023 1.174
H -2.744 -3.962 -1.567
H -1.092 -2.979 2.156
H 3.990 2.701 0.238
H -1.135 -2.190 -1.494
H 2.329 0.491 -0.485
H -3.611 -3.617 -0.173
H 4.181 0.325 -0.369
```

Computed properties:
Total charge: 0
Orbital gap (eV): 7.95
F_max (eV/Å): 8.381
DFT total energy (a.u.): -2101.8252


(5)
The following is a quantum chemistry calculation of C18H23F6N2O5P2S2Y as an isolated structure at a distorted geometry, from the OMol25 dataset.

Geometry as XYZ:
```
59
C18H23F6N2O5P2S2Y | the OMol25 dataset | ωB97M-V with the def2-TZVPD basis set
Y -0.267 0.424 -0.022
S -1.511 2.917 -1.719
S -1.970 2.661 0.904
P -1.340 -1.025 2.039
P 1.650 0.275 1.965
F 0.810 4.244 -2.324
F 0.656 2.194 -2.843
F -2.949 2.920 3.238
F -1.769 4.618 2.589
F 0.914 2.724 -0.753
F -3.759 4.311 1.781
O -0.599 2.283 1.323
O 1.802 -0.075 -1.289
O -1.458 1.430 -1.535
O -2.785 1.466 0.786
O -2.117 3.443 -2.878
N -1.935 3.594 -0.369
N -0.500 -1.373 -1.503
C 0.314 3.113 -1.934
C 1.759 -1.032 -2.373
C -0.723 -2.736 2.205
C -1.729 -1.929 -1.590
C -2.076 -2.823 -2.567
C 1.081 1.132 4.575
C 2.759 -1.114 2.360
C -0.967 0.694 5.749
C -1.443 -0.003 4.645
C 0.413 -1.696 -2.426
C -0.667 -0.140 3.496
C -3.116 -1.226 2.349
C 0.296 1.263 5.713
C -2.679 3.737 2.242
C 2.765 1.717 1.960
C 0.616 0.440 3.463
C 0.143 -2.598 -3.440
C -1.113 -3.171 -3.510
H 0.322 -2.814 1.910
H -1.307 -3.392 1.557
H -2.436 -0.434 4.693
H 2.185 -1.992 2.648
H 3.375 1.744 2.861
H -0.829 -3.069 3.237
H -3.569 -1.713 1.484
H -2.454 -1.618 -0.846
H 2.551 0.516 -1.445
H 3.440 1.645 1.106
H -3.600 -0.263 2.492
H -3.074 -3.236 -2.597
H -1.349 -3.874 -4.299
H 1.943 -0.516 -3.314
H 0.907 -2.837 -4.169
H 3.397 -0.827 3.196
H 0.673 1.812 6.566
H 2.541 -1.775 -2.229
H -3.275 -1.864 3.217
H 2.065 1.586 4.568
H 3.386 -1.365 1.503
H -1.586 0.791 6.633
H 2.196 2.643 1.882
```

Computed properties:
Total charge: +2
Orbital gap (eV): 9.01
Relative energy (zero: lowest compared OMol25 entry of this formula, charge and spin) (eV): 0.000
F_max (eV/Å): 1.492
DFT total energy (a.u.): -3301.6249


(6)
The following is a quantum chemistry calculation of C18H23N3O3S in the gas phase at a distorted geometry, from the OMol25 dataset.

Geometry as XYZ:
```
48
C18H23N3O3S | the OMol25 dataset | ωB97M-V with the def2-TZVPD basis set
S 2.830 -1.325 -0.813
O -2.392 2.964 -0.684
O 4.091 -1.383 -1.488
O 1.661 -1.799 -1.504
N -1.578 1.000 0.183
N 3.008 -2.121 0.674
N -0.202 2.814 -0.210
C -1.481 2.273 -0.286
C 3.732 -3.369 0.557
C 2.047 2.916 0.656
C 1.792 4.309 1.143
C 2.530 0.343 -0.245
C 3.279 2.310 0.857
C -3.299 -3.458 1.160
C 3.529 1.017 0.426
C 1.302 0.921 -0.486
C 1.033 2.206 -0.013
C -2.680 0.137 0.161
C -2.487 -1.153 0.642
C -3.928 0.518 -0.318
C -3.531 -2.068 0.648
C -4.977 -0.387 -0.316
C -6.324 0.010 -0.838
C -4.770 -1.673 0.168
C 1.737 -2.236 1.349
H -7.098 -0.209 -0.104
H -1.513 -1.450 1.007
H -2.920 -3.431 2.181
H 0.587 0.365 -1.073
H 0.880 4.350 1.736
H 1.680 4.996 0.303
H -6.556 -0.552 -1.743
H -2.559 -3.967 0.543
H 1.334 -1.233 1.483
H 4.080 -3.674 1.544
H -0.739 0.593 0.571
H 4.054 2.859 1.372
H -0.197 3.813 -0.361
H 4.584 -3.188 -0.093
H -4.069 1.519 -0.689
H -5.590 -2.377 0.168
H -6.351 1.070 -1.073
H 4.477 0.533 0.586
H -4.219 -4.036 1.145
H 1.024 -2.836 0.771
H 2.621 4.657 1.754
H 1.890 -2.692 2.326
H 3.114 -4.165 0.126
```

Computed properties:
SMILES: Cc1cc(C)cc(NC(=O)Nc2cc(S(=O)(=O)N(C)C)ccc2C)c1
Total charge: 0
Orbital gap (eV): 8.77
Relative energy (zero: lowest compared OMol25 entry of this formula, charge and spin) (eV): 1.304
F_max (eV/Å): 1.134
DFT total energy (a.u.): -1487.9124


(7)
The following is a quantum chemistry calculation of C18H23N4OPdS as an isolated structure, from the OMol25 dataset.

Geometry as XYZ:
```
48
C18H23N4OPdS | the OMol25 dataset | ωB97M-V with the def2-TZVPD basis set
Pd 0.366 -1.178 -0.436
S -3.377 -2.567 -2.894
O 2.808 -1.622 -0.587
N 3.481 -2.381 1.420
N -3.281 0.626 -2.132
N 0.774 -0.827 1.764
N -0.814 -1.900 -1.964
C 5.111 -1.284 -0.011
C -2.623 0.568 -0.745
C 1.308 -1.742 3.898
C 1.087 1.410 -0.721
C -2.343 0.889 -3.263
C -1.342 2.723 -0.665
C -1.325 1.325 -0.669
C 0.142 0.176 2.384
C -0.098 0.679 -0.663
C 1.053 2.796 -0.752
C 0.643 -0.708 4.533
C -4.440 1.546 -2.163
C -1.886 -2.181 -2.343
C 2.156 -2.849 1.808
C 0.057 0.277 3.760
C 3.709 -1.771 0.230
C 1.368 -1.770 2.514
C -0.171 3.458 -0.707
H 2.270 -3.713 2.457
H -5.144 1.267 -1.384
H -2.297 3.238 -0.625
H 1.636 -3.181 0.912
H 1.979 3.355 -0.801
H 5.296 -0.395 0.595
H 2.039 0.891 -0.736
H 5.220 -1.027 -1.060
H 0.586 -0.673 5.613
H -0.308 0.924 1.746
H -1.997 1.918 -3.233
H 4.231 -2.438 2.088
H -0.210 4.540 -0.707
H -3.622 -0.345 -2.315
H -2.879 0.696 -4.190
H 1.783 -2.530 4.468
H -2.454 -0.483 -0.527
H -4.095 2.566 -2.008
H -1.499 0.210 -3.188
H -3.354 0.947 -0.035
H -4.927 1.472 -3.133
H -0.466 1.110 4.207
H 5.847 -2.041 0.259
```

Computed properties:
Total charge: +1
Orbital gap (eV): 7.97
Relative energy (zero: lowest compared OMol25 entry of this formula, charge and spin) (eV): 0.626
F_max (eV/Å): 0.680
DFT total energy (a.u.): -1519.8338


(8)
The following is a quantum chemistry calculation of C18H23N5O2S in the gas phase at a distorted geometry, from the OMol25 dataset.

Geometry as XYZ:
```
49
C18H23N5O2S | the OMol25 dataset | ωB97M-V with the def2-TZVPD basis set
S 1.278 3.921 4.971
O 0.757 -1.773 -2.539
O -2.177 2.990 1.672
N -0.098 3.368 -0.482
N -0.647 -2.350 -0.812
N -0.204 -0.163 -1.275
N 1.558 4.839 2.582
N -0.440 3.589 2.922
C 2.683 4.843 4.582
C 0.865 2.399 0.009
C 0.745 4.150 3.301
C 1.478 1.640 -1.164
C -1.481 -5.810 0.063
C -0.661 1.971 -2.398
C 0.038 -5.856 -1.772
C 0.091 -4.477 -1.785
C -1.195 2.726 -1.182
C -1.438 -4.429 0.062
C -1.138 3.610 1.726
C 0.395 0.941 -1.993
C -0.774 -8.046 -0.851
C 2.647 5.234 3.286
C 0.030 -1.462 -1.620
C -0.744 -6.547 -0.853
C -0.514 4.315 0.538
C -0.651 -3.746 -0.862
H -1.574 -8.419 -0.216
H -1.485 1.479 -2.915
H -1.238 -1.959 -0.092
H 0.356 4.894 0.848
H 0.619 -6.411 -2.494
H -1.885 3.505 -1.515
H -2.022 -3.873 0.784
H 2.193 0.904 -0.795
H 0.406 1.680 0.714
H 3.431 5.032 5.323
H 0.172 -8.441 -0.479
H -0.920 3.069 3.651
H 0.701 -3.956 -2.504
H -1.760 2.044 -0.526
H 2.004 2.346 -1.805
H -1.265 4.977 0.099
H 3.395 5.819 2.784
H -0.200 2.686 -3.080
H -0.804 0.063 -0.500
H -0.919 -8.428 -1.860
H -2.099 -6.319 0.789
H 0.849 0.491 -2.882
H 1.646 2.942 0.547
```

Computed properties:
SMILES: Cc1ccc(NC(=O)NC2CCN(CC(=O)Nc3nccs3)CC2)cc1
Total charge: 0
Orbital gap (eV): 8.32
Relative energy (zero: lowest compared OMol25 entry of this formula, charge and spin) (eV): 0.000
F_max (eV/Å): 1.226
DFT total energy (a.u.): -1522.2115


(9)
The following is a quantum chemistry calculation of C18H23N5O3 in the gas phase at a distorted geometry, from the OMol25 dataset.

Geometry as XYZ:
```
49
C18H23N5O3 | the OMol25 dataset | ωB97M-V with the def2-TZVPD basis set
O -0.630 -0.921 -0.883
O 2.072 0.025 -3.819
O -3.468 2.171 2.194
N 3.381 -0.676 -2.160
N -0.264 2.213 -1.004
N -0.834 2.325 1.338
N 0.812 1.040 0.703
N 0.737 0.898 2.040
C 0.288 -1.766 -0.339
C -0.258 1.678 2.390
C 0.198 2.054 -3.338
C 2.293 0.003 -2.618
C 1.489 -1.178 0.085
C 0.098 -3.130 -0.148
C -2.115 1.294 4.062
C 0.520 1.595 -1.954
C 1.069 -3.891 0.480
C 1.714 0.306 -0.148
C -1.080 -1.971 -3.039
C -1.643 -1.429 -1.729
C -0.704 1.841 3.797
C 2.237 -3.307 0.931
C -3.244 2.213 3.576
C 2.438 -1.952 0.733
C -0.143 1.888 0.305
C 1.476 0.699 -1.604
H 0.900 -4.948 0.623
H -0.437 -1.227 -3.504
H 0.185 3.143 -3.370
H 2.740 0.565 0.161
H -0.813 -3.607 -0.474
H 0.919 1.671 -4.051
H -3.033 3.245 3.902
H -2.225 0.317 3.588
H 0.015 1.306 4.420
H 3.344 -1.485 1.094
H -1.894 -2.213 -3.716
H 3.882 -1.208 -2.853
H -0.490 -2.868 -2.863
H -2.245 -2.187 -1.213
H -0.791 1.692 -3.620
H -0.676 2.902 4.059
H -4.186 1.899 4.036
H 2.986 -3.898 1.434
H -2.231 1.164 5.140
H -2.618 2.366 1.755
H -1.010 2.830 -1.282
H 3.519 -0.919 -1.197
H -2.283 -0.563 -1.920
```

Computed properties:
SMILES: CCOc1ccccc1[C@H]1C(C(N)=O)=C(C)Nc2nc(CCCO)nn21
Total charge: 0
Orbital gap (eV): 9.04
Relative energy (zero: lowest compared OMol25 entry of this formula, charge and spin) (eV): 1.577
F_max (eV/Å): 1.227
DFT total energy (a.u.): -1199.2459